(1)
A gas-phase ion, C3H5O5P (charge -2). Source: OMol25; level of theory: the ωB97M-V functional and the def2-TZVPD basis.

Frontier orbital gap: 4.803 eV
SMILES string: CC(=O)OC(O)=[PH]([O-])[O-]

```
! wB97M-V def2-TZVPD RIJCOSX def2/J DEFGRID3
* xyz -2 1
O -1.592 0.656 0.827
H 0.454 -1.125 1.724
P -1.800 -0.628 0.080
H 0.485 1.163 -0.302
C -0.352 -1.912 0.171
C 1.426 -0.762 -0.491
O 0.757 -1.848 -0.846
H 1.567 1.033 -1.773
O 2.510 -0.680 0.131
O -2.478 -0.518 -1.246
C 0.881 0.543 -1.127
H -2.643 -1.273 0.985
O 0.134 -1.959 1.492
H -0.052 0.318 -1.678
*
```

---

(2)
2 unconnected molecules or ions with the total composition C3H5O5P. Source: OMol25; level of theory: the ωB97M-V functional and the def2-TZVPD basis.

Frontier orbital gap: 7.636 eV

```
! wB97M-V def2-TZVPD RIJCOSX def2/J DEFGRID3
* xyz -2 1
H 0.836 1.661 0.887
H 2.485 0.803 1.114
O 1.014 -1.615 1.610
C -1.762 0.434 0.144
O -2.863 -0.232 0.239
H -0.281 0.620 -1.507
H -2.280 -1.138 -0.888
C -0.710 -0.409 -0.530
O -1.306 -1.526 -1.075
O 1.901 -1.517 -0.844
C 1.585 0.859 0.571
H 1.956 1.311 -0.382
O -1.610 1.649 0.408
P 1.036 -0.900 0.254
*
```

---

The data favor (2); the next most stable structure lies 0.0876 hartree above it.

---

(1)
A molecular structure, C31H24Cl5I2N5O2PdS4. Source: OMol25; level of theory: the ωB97M-V functional and the def2-TZVPD basis.

Frontier orbital gap (spin up / spin down): 5.057 / 5.057 eV

```
! wB97M-V def2-TZVPD RIJCOSX def2/J DEFGRID3
* xyz 2 1
N 1.480 -0.941 -2.132
C -0.825 -3.966 2.670
S 0.277 1.367 -2.720
N 1.205 1.512 2.152
C 0.290 -1.807 1.249
N 2.574 3.373 -0.137
C -5.300 1.479 -2.441
C -0.403 -4.426 -5.130
S -3.122 0.156 -2.540
C 0.585 -0.320 -2.920
H 3.158 1.035 1.785
H 1.780 3.230 0.472
H -3.822 3.092 3.612
H -0.345 4.166 0.389
H 0.359 6.219 -1.083
H 2.260 -0.381 -1.776
C -0.627 4.292 -0.646
H 5.104 2.874 -1.192
Cl -1.512 -5.253 3.550
C -2.162 1.071 1.519
C -3.317 2.611 2.791
C 0.277 -3.274 3.186
C -0.265 5.411 -1.432
C -1.892 2.053 -0.858
C -2.317 2.077 0.607
H -1.658 0.135 1.314
C 0.256 -2.248 -4.389
H 3.947 3.410 -2.419
C 0.889 -4.660 -5.580
I 1.232 3.046 6.127
C 0.816 -2.206 2.468
H -0.883 -0.497 -4.252
H 2.859 4.318 -0.335
C 1.570 2.249 4.236
Cl -2.680 -4.460 0.762
C 0.618 2.004 3.238
H 1.135 -5.594 -6.063
C 1.554 -2.475 -4.840
C 3.071 2.316 -0.775
H 3.764 1.879 4.118
C 1.863 -3.681 -5.444
C -0.766 -2.551 0.745
I 4.675 0.883 -2.922
H 1.693 -1.908 -2.354
C 2.778 1.872 3.688
H -5.244 -0.393 -3.589
H -1.736 -3.030 -4.190
C -1.348 -3.613 1.420
H -1.159 -5.189 -5.248
C 4.204 2.600 -1.740
S -1.752 3.969 -2.932
H -6.323 1.778 -2.601
C -0.728 -3.217 -4.538
O -0.865 1.092 -1.023
O 2.659 1.171 -0.552
C -3.141 1.621 -1.623
H -0.706 6.097 -3.469
H 2.863 -3.846 -5.818
H -0.440 2.186 3.281
C -4.373 2.211 -1.663
C -0.800 5.365 -2.685
N 2.515 1.448 2.443
Pd 0.615 -0.027 0.274
H 2.299 -1.693 -4.769
Cl 2.198 -1.387 3.071
C -2.727 1.386 2.780
S -3.194 3.406 1.281
C -1.428 3.415 -1.322
C -4.763 0.348 -2.973
H -4.619 3.139 -1.172
H -2.692 0.725 3.633
Cl -1.331 -2.046 -0.802
N -0.084 -0.973 -3.844
Cl 0.946 -3.731 4.689
*
```

---

(2)
A molecular structure, C31H24Cl5I2N5O2PdS4. Source: OMol25; level of theory: the ωB97M-V functional and the def2-TZVPD basis.

Frontier orbital gap: 5.843 eV

```
! wB97M-V def2-TZVPD RIJCOSX def2/J DEFGRID3
* xyz 2 1
S 0.313 -3.112 4.932
Cl 0.021 2.615 -1.384
C 1.133 -3.425 1.912
C 0.633 -4.587 1.370
O -1.209 -0.287 -1.765
N -1.884 0.613 3.558
H 1.256 -0.294 -3.017
C 0.357 -2.154 2.262
C 1.185 -0.792 4.310
Cl 3.492 -1.057 0.668
C -3.288 -0.776 6.678
H 1.595 -3.293 -0.271
C 1.584 -5.639 1.317
C 2.780 -5.272 1.854
C -2.128 0.556 2.267
C 3.941 2.607 -0.784
H -2.972 -1.416 7.491
C -1.975 0.398 -2.475
C -3.475 -3.057 1.739
C 2.642 2.986 -1.107
C 1.412 -0.944 5.706
O 0.814 -0.917 1.696
Cl 5.239 3.674 -1.064
C 2.144 -2.331 -3.261
N 1.648 -2.855 -1.189
S 2.760 -3.672 2.435
H -5.248 -0.447 7.483
H -5.942 1.056 5.649
Pd 0.186 -0.359 -0.058
C -4.085 0.896 4.602
I -0.677 1.326 -4.983
H -4.376 1.595 3.827
N 1.220 -1.597 -1.366
H -3.063 0.302 -4.345
H 1.380 -6.621 0.918
H -0.388 -4.699 1.035
C 4.170 1.346 -0.243
C -2.077 0.098 -3.937
N -2.750 1.352 -1.974
C -4.564 -0.232 6.674
H -3.957 -0.323 2.413
H 1.509 0.063 3.734
H 1.882 -0.196 6.328
C -4.959 0.606 5.640
I 2.804 -2.391 -5.207
C 1.511 -1.266 -2.624
H -3.420 0.059 0.807
C -1.098 -2.390 1.869
H -1.789 -0.932 -4.118
C 0.581 -1.883 3.751
N -3.284 0.120 1.801
C -2.821 0.320 4.607
C 1.580 2.106 -0.878
C 3.107 0.464 -0.003
H 1.018 -2.523 7.183
Cl 2.349 4.521 -1.799
C -2.409 -0.504 5.641
H 3.676 -5.866 1.945
C 2.216 -3.327 -2.305
H -4.478 -3.372 1.985
H -2.622 1.630 -1.010
Cl 5.767 0.869 0.132
C 0.981 -2.146 6.173
C -2.939 -2.851 0.506
S -0.982 1.306 1.162
H -0.957 -2.427 -0.314
H -3.477 -3.002 -0.419
H 2.623 -4.323 -2.347
H -1.413 -0.928 5.633
H -0.927 0.818 3.821
H -3.325 1.922 -2.575
S -2.333 -2.791 2.986
C 1.811 0.856 -0.319
C -1.567 -2.483 0.583
*
```

---

The data favor (2); the next most stable structure lies 0.0589 hartree above it.

---

(1)
C6H16N2 in the gas phase. Source: OMol25; level of theory: the ωB97M-V functional and the def2-TZVPD basis.

Frontier orbital gap: 8.623 eV
SMILES string: CC(C)NCN(C)C

```
! wB97M-V def2-TZVPD RIJCOSX def2/J DEFGRID3
* xyz 0 1
C 0.511 -1.430 1.623
C -0.880 -2.353 -0.172
H 1.965 1.725 -1.969
H 1.330 0.353 -0.018
H 0.447 -2.354 2.210
H -0.122 3.032 -0.095
N -0.651 -1.284 0.779
H 0.622 -0.586 2.310
C -1.406 -0.037 0.650
H 1.127 0.235 -2.398
H 1.600 2.787 0.252
H -0.083 -2.394 -0.920
H 0.372 2.175 1.369
H -1.168 -0.040 -1.349
H -0.945 -3.318 0.344
H 0.263 1.793 -2.466
C 0.580 1.014 -0.458
H -2.475 -0.299 0.642
C 0.999 1.206 -1.910
H -1.831 -2.233 -0.698
H 1.412 -1.514 1.007
N -1.053 0.611 -0.577
H -1.221 0.584 1.533
C 0.606 2.326 0.312
*
```

---

(2)
C6H16N2 in the gas phase. Source: OMol25; level of theory: the ωB97M-V functional and the def2-TZVPD basis.

Frontier orbital gap: 10.341 eV
SMILES string: CC(C)C[C@@H](N)CN

```
! wB97M-V def2-TZVPD RIJCOSX def2/J DEFGRID3
* xyz 0 1
H 0.098 2.816 -1.593
H 0.465 1.982 -3.104
H 0.476 -2.456 2.813
C 0.037 0.662 -1.443
H -2.002 1.372 -1.447
H -1.547 0.489 -2.905
H 1.623 -1.435 -0.463
H 0.691 -0.075 2.674
H -0.666 -1.817 3.788
H 0.589 -0.178 -1.880
H -1.864 -0.385 -1.408
C 0.104 -0.743 0.715
H -0.756 -1.280 0.281
N 1.359 -1.462 0.516
H -0.516 1.314 0.527
H 1.215 1.029 0.329
H 1.667 2.040 -1.814
C 0.604 1.955 -2.026
H 1.241 -2.437 0.768
H -1.063 -0.022 2.372
N -0.387 -1.923 2.819
C 0.223 0.647 0.080
C -0.156 -0.615 2.223
C -1.435 0.523 -1.823
*
```

---

(3)
C6H16N2 in the gas phase. Source: OMol25; level of theory: the ωB97M-V functional and the def2-TZVPD basis.

Frontier orbital gap: 9.551 eV
SMILES string: CCCNCCNC

```
! wB97M-V def2-TZVPD RIJCOSX def2/J DEFGRID3
* xyz 0 1
H -2.872 -0.620 -2.045
C -1.673 1.045 -0.137
H -1.321 1.326 -1.112
H -0.730 -0.782 -0.147
H 4.011 -1.059 -1.177
C -3.077 0.489 -0.155
C -3.186 -0.801 -1.048
N 2.443 -1.048 0.228
C 3.780 -0.533 -0.241
C 1.750 -0.152 1.161
H 0.609 1.807 0.993
H 1.175 -0.593 2.028
H 3.777 0.592 -0.535
H 1.161 0.883 -0.633
H -1.590 1.965 0.579
H 2.571 -2.045 0.667
H 2.323 0.539 1.726
H -3.713 1.399 -0.430
N -0.646 0.105 0.388
H 4.586 -0.647 0.412
H -3.367 0.183 0.919
C 0.699 0.702 0.456
H -4.202 -1.116 -1.132
H -2.508 -1.640 -0.766
*
```

---

The data favor (2); the next most stable structure lies 0.0620 hartree above it.

---

(1)
2 unconnected molecules or ions with the total composition C6H16N2. Source: OMol25; level of theory: the ωB97M-V functional and the def2-TZVPD basis.

Frontier orbital gap: 5.928 eV

```
! wB97M-V def2-TZVPD RIJCOSX def2/J DEFGRID3
* xyz 0 1
H -0.008 -2.066 0.025
N 1.930 -1.530 0.408
H 0.692 -0.111 -1.401
H -1.627 -0.574 1.148
H -3.920 0.747 0.944
C 2.447 1.455 -0.126
H 1.009 -3.523 -1.522
H 0.491 2.242 -0.478
C -1.849 0.256 0.472
H 0.741 -3.123 -2.080
C -3.353 0.204 0.191
H -3.714 -0.825 0.235
H 2.786 1.550 -1.153
H -1.595 1.184 0.998
H -3.583 0.616 -0.786
H 0.254 -1.100 1.457
H 1.983 -2.541 0.278
H 2.926 0.612 0.369
C 0.615 -1.238 0.404
H 0.719 1.552 1.094
N -1.066 0.113 -0.704
H 2.800 2.381 0.325
C 0.267 0.068 -0.420
C 0.933 1.386 0.032
*
```

---

(2)
C6H16N2 in the gas phase. Source: OMol25; level of theory: the ωB97M-V functional and the def2-TZVPD basis.

Frontier orbital gap: 9.566 eV
SMILES string: CCCNCCCN

```
! wB97M-V def2-TZVPD RIJCOSX def2/J DEFGRID3
* xyz 0 1
H -1.198 0.924 0.901
N -0.707 -0.809 -0.020
C -2.363 -0.521 1.931
N 3.569 0.167 -2.336
H -2.159 -1.580 2.114
H -0.135 1.099 -1.118
C -2.074 0.427 3.107
H -3.450 -0.344 1.936
H 3.931 -0.592 -1.912
H 1.916 -0.012 -0.181
C 2.154 0.509 -2.145
C -0.021 0.009 -1.019
H -0.434 -0.340 -2.029
C -1.650 0.034 0.765
H -0.083 -1.373 0.583
C 1.485 -0.310 -1.092
H 2.063 1.567 -1.997
H -2.605 1.361 2.998
H 1.791 0.264 -3.266
H -2.426 0.176 -0.055
H 3.829 0.082 -3.390
H -1.091 0.796 3.249
H 1.766 -1.455 -1.160
H -2.106 -0.075 4.138
*
```

---

The data favor (2); the next most stable structure lies 0.1285 hartree above it.

---

(1)
C5H13NS in the gas phase. Source: OMol25; level of theory: the ωB97M-V functional and the def2-TZVPD basis.

Frontier orbital gap: 8.715 eV
SMILES string: CN(C)CCCS

```
! wB97M-V def2-TZVPD RIJCOSX def2/J DEFGRID3
* xyz 0 1
H 0.352 0.586 1.533
S 2.319 2.315 0.273
H -1.190 -1.420 2.248
H 1.705 0.382 -0.973
H -1.366 0.749 1.195
C 1.307 1.393 -0.908
H 1.427 1.841 -1.894
C -0.428 -1.529 -0.982
H -0.292 -0.853 -1.828
C -0.775 -1.859 1.340
H 1.467 3.345 0.476
H -1.255 -2.189 -1.230
H -1.386 -2.724 1.054
H 0.507 -2.125 -1.016
C -0.164 1.397 -0.448
H 0.172 -2.320 1.669
H -0.799 1.047 -1.268
H -0.576 2.391 -0.277
C -0.400 0.467 0.750
N -0.626 -0.894 0.287
*
```

---

(2)
C5H13NS in the gas phase. Source: OMol25; level of theory: the ωB97M-V functional and the def2-TZVPD basis.

Frontier orbital gap: 9.554 eV
SMILES string: CCN[C@@H](C)CS

```
! wB97M-V def2-TZVPD RIJCOSX def2/J DEFGRID3
* xyz 0 1
H 2.508 -0.691 0.140
H -1.562 1.298 1.722
H -2.411 0.039 2.576
N -0.599 -0.477 1.483
H 1.577 -1.678 1.071
H -0.568 0.661 -1.301
C -2.912 0.075 0.591
H 2.115 1.257 -1.230
C 0.419 0.125 0.590
H 0.301 1.180 0.829
H -0.678 -1.461 1.279
H -2.519 0.436 -0.356
C -1.814 0.223 1.674
H 2.375 -0.267 1.712
C 0.153 -0.088 -0.919
C 1.697 -0.611 0.900
H -0.239 -1.054 -1.259
H -3.777 0.675 0.708
H -3.230 -0.934 0.487
S 1.545 0.354 -2.119
*
```

---

The data favor (1); the next most stable structure lies 0.0069 hartree above it.